No. 1
ORCA calculation (wB97M-V/def2-TZVPD) on a structure of composition C22H15Cl3FN2O2Ru at a distorted geometry.

Positions of all 46 atoms, in Å:
Ru (-0.7088, 0.3605, 0.0228)
Cl (-2.6534, 7.6214, -0.0326)
Cl (0.2258, 3.0293, -0.0725)
Cl (-5.0991, 2.8104, 0.0350)
F (7.5975, 0.4699, -0.0562)
O (-2.3404, 1.7566, 0.0050)
O (-2.3385, -0.8587, -0.0139)
N (0.1919, -1.8864, 0.1264)
N (0.3345, -4.0696, 0.0653)
C (-4.1911, -2.2865, -0.0510)
C (-3.7133, 5.1237, -0.0042)
C (3.4834, 0.6977, -0.0287)
C (4.1934, 0.4275, -1.2245)
C (-1.2902, 3.8873, -0.0417)
C (-2.7992, -2.0791, -0.0161)
C (-2.4134, 3.0509, -0.0090)
C (-3.8860, -4.6745, -0.0270)
C (-2.5523, 5.8826, -0.0279)
C (1.5268, -2.2666, 0.1740)
C (5.5683, 0.3459, -1.2342)
C (-3.6410, 3.7453, 0.0048)
C (2.0804, 0.7254, -0.0079)
C (1.6279, -3.6116, 0.1362)
C (-2.5256, -4.4848, 0.0097)
C (6.2565, 0.5496, -0.0483)
C (5.6113, 0.8343, 1.1449)
C (-1.9603, -3.1999, 0.0163)
C (-1.3184, 5.2678, -0.0478)
C (4.2357, 0.9055, 1.1535)
C (-0.5169, -3.0161, 0.0645)
C (-4.7230, -3.5528, -0.0566)
H (3.6352, 0.2766, -2.1406)
H (2.3260, -1.5541, 0.2415)
H (-1.8927, -5.3653, 0.0379)
H (2.4802, -4.2671, 0.1532)
H (3.7109, 1.1292, 2.0747)
H (-4.2971, -5.6745, -0.0300)
H (6.1183, 0.1267, -2.1394)
H (0.0576, -5.0337, 0.0210)
H (-4.6798, 5.6086, 0.0071)
H (-0.4057, 5.8467, -0.0664)
H (1.5693, 0.8812, 0.9365)
H (6.1951, 0.9972, 2.0410)
H (1.5347, 0.6118, -0.9397)
H (-5.7977, -3.6853, -0.0827)
H (-4.8167, -1.4027, -0.0726)

HOMO-LUMO gap (alpha / beta) in eV: 7.99 / 6.39
Relative energy (zero: lowest compared OMol25 entry of this formula, charge and spin) in kJ/mol: 169.0
Expectation value of S²: 8.802
2S+1: 6
M in u: 565.8
E_HOMO (alpha / beta) in Eh: -0.283 / -0.287

No. 2
ORCA calculation (wB97M-V/def2-TZVPD) on a structure of composition C9H21ClI2N2OPSTl at a distorted geometry.

Positions of all 39 atoms, in Å:
Tl (0.2544, -0.3266, -1.2523)
I (-0.1255, -2.8746, -2.1687)
I (0.9134, 2.1258, -0.2340)
Cl (-1.9016, 0.4111, -2.0361)
S (-0.7601, -1.3533, 0.8384)
P (1.0207, 0.3621, -3.4011)
O (2.9397, -1.2596, -0.2793)
N (-2.1571, 0.2012, 2.4709)
N (0.1467, -0.7530, 3.2526)
C (-3.0501, 0.4259, 1.3354)
C (1.9079, -0.9007, -0.6529)
C (2.8106, 0.1189, -3.6686)
C (1.4362, -1.2698, 2.8079)
C (0.0564, -0.5726, 4.6991)
C (-0.8992, -0.5130, 2.2526)
C (0.2157, -0.4824, -4.8024)
C (0.7275, 2.1222, -3.7769)
C (-2.6004, 0.7194, 3.7519)
H (1.3922, 2.7475, -3.1790)
H (0.5327, -1.5255, -4.8441)
H (-1.8550, 1.4312, 4.1608)
H (3.0492, -0.9423, -3.5559)
H (-3.3721, -0.5418, 0.8969)
H (0.8024, 0.1779, 5.0316)
H (-0.9038, -0.2954, 5.1078)
H (1.3159, -2.2611, 2.3193)
H (1.9000, -0.5511, 2.1063)
H (-2.8355, -0.1274, 4.4308)
H (-2.5273, 1.0364, 0.5744)
H (0.8974, 2.2982, -4.8441)
H (3.3629, 0.6886, -2.9158)
H (-0.8653, -0.4512, -4.6439)
H (3.1053, 0.4542, -4.6680)
H (-3.9784, 0.9711, 1.6090)
H (-3.5572, 1.2782, 3.6798)
H (0.4752, 0.0316, -5.7338)
H (0.2856, -1.5423, 5.1956)
H (2.1476, -1.4172, 3.6515)
H (-0.3069, 2.3592, -3.5156)

HOMO-LUMO gap (alpha / beta) in eV: 4.50 / 5.12
Relative energy (zero: lowest compared OMol25 entry of this formula, charge and spin) in kJ/mol: 458.6
2S+1: 1
Net charge: +2
M in u: 730.0
E_HOMO (alpha / beta) in Eh: -0.562 / -0.573

No. 3
ORCA calculation (wB97M-V/def2-TZVPD) on a cluster of 10 separate species, C20H44N5O23S4 in total at a distorted geometry.

Positions of all 96 atoms, in Å:
S (-7.8491, 1.0436, -2.9675)
S (0.4372, 9.7144, 1.2321)
S (-7.2842, -4.1181, 4.4090)
S (1.8820, 2.1221, -8.2087)
O (7.8364, -1.7854, -4.8674)
O (1.9533, 3.8127, -7.8264)
O (5.7164, -4.4212, 1.9885)
O (-6.5090, -2.8925, 3.5480)
O (0.5081, -0.9091, 0.2778)
O (-0.5692, 10.4267, 2.0071)
O (2.6567, 1.6847, -9.3451)
O (-0.2862, 9.3474, -0.1714)
O (1.3428, 2.9338, 7.3028)
O (-6.2883, 1.3077, -3.5843)
O (2.6945, 1.7996, -6.8036)
O (-7.9147, -0.2574, -2.3535)
O (-8.5743, -4.4993, 3.8340)
O (-0.9255, -5.2148, 5.9630)
O (-8.9025, 1.4858, -3.9236)
O (-1.5944, -3.6135, -5.2102)
O (-6.3259, -5.1976, 4.7055)
O (1.7287, 10.3146, 1.0101)
O (-7.2908, -3.1532, 5.7899)
O (0.5368, 1.5685, -8.1249)
O (-0.6226, 0.9063, 0.7053)
O (-7.6259, 2.1143, -1.7151)
O (0.5702, 8.0394, 1.5260)
N (3.5560, -4.7431, 1.9812)
N (7.1807, -2.6006, -2.8575)
N (-1.4436, -3.3483, -2.9880)
N (-1.2798, -5.8440, 3.8448)
N (0.3895, 1.9298, 5.5457)
C (0.0140, 8.0652, -0.8157)
C (-1.0570, -7.5774, 5.5435)
C (-5.4489, 1.8891, -2.6336)
C (4.6378, -3.9966, 2.2879)
C (-6.2502, -2.2088, 5.8509)
C (0.2704, 0.2956, 0.0569)
C (4.4216, -2.6099, 2.8956)
C (9.4835, -2.6267, -3.3781)
C (-6.3601, 2.6878, -1.6764)
C (2.7544, 4.1266, -6.7025)
C (-1.0770, -6.1482, 5.1045)
C (1.0044, 2.9273, 6.1280)
C (0.9836, 0.9357, -1.1551)
C (3.5766, 2.8582, -6.4050)
C (-6.0571, -1.8864, 4.4136)
C (0.3109, 7.2105, 0.3690)
C (1.0507, 4.1980, 5.3347)
C (8.0904, -2.2773, -3.7464)
C (-0.9217, -3.5540, -4.1933)
C (0.5701, -3.8754, -4.2018)
H (5.2127, -2.4631, 3.6310)
H (-4.6888, 2.5837, -2.9913)
H (-1.1874, -7.6074, 6.6252)
H (10.1177, -1.8838, -3.8617)
H (3.5585, -2.4332, 3.5373)
H (7.4291, -2.8590, -1.9132)
H (-4.8382, 1.1892, -2.0632)
H (-6.6733, -1.3972, 6.4428)
H (-0.5119, 6.5342, 0.6010)
H (1.1805, 1.9979, -1.0102)
H (3.7077, -5.7159, 1.7558)
H (-5.4248, -2.5792, 6.4588)
H (1.8397, 0.3154, -1.4205)
H (1.0084, -4.0009, -3.2118)
H (0.3337, 1.0104, 5.9600)
H (4.5317, -1.8305, 2.1416)
H (1.4512, 3.8537, 4.3811)
H (0.3557, 0.9338, -2.0461)
H (-1.0368, -4.9039, 3.5667)
H (-4.9891, -1.7327, 4.2596)
H (3.4747, 4.9099, -6.9383)
H (0.0622, 4.6167, 5.1461)
H (1.1619, -3.1190, -4.7174)
H (2.2276, 4.3576, -5.7766)
H (6.2438, -2.3518, -3.1411)
H (2.7170, -4.1974, 1.8463)
H (-1.9236, -8.0683, 5.1006)
H (1.7282, 4.8642, 5.8688)
H (4.5714, 2.7974, -6.8462)
H (9.8215, -3.6414, -3.5883)
H (0.6762, -4.8126, -4.7480)
H (3.6921, 2.7981, -5.3228)
H (-0.8377, 7.6583, -1.3607)
H (-5.9490, 2.8336, -0.6774)
H (9.5930, -2.5860, -2.2943)
H (-1.8409, -6.4594, 3.2734)
H (1.2094, 6.6724, 0.0671)
H (-0.0664, 1.8945, 4.6451)
H (-6.6211, -0.9948, 4.1395)
H (-6.4038, 3.7213, -2.0201)
H (-2.4460, -3.2883, -2.8799)
H (-0.1711, -8.1345, 5.2386)
H (0.8504, 8.3177, -1.4676)
H (-0.8465, -3.1859, -2.1897)

HOMO-LUMO gap in eV: 6.35
Relative energy (zero: lowest compared OMol25 entry of this formula, charge and spin) in kJ/mol: 75.8
2S+1: 1
Net charge: -1
M in u: 850.9
E_HOMO in Eh: -0.181

No. 4
ORCA calculation (wB97M-V/def2-TZVPD) on a structure of composition C23H25CrN2O6S at a distorted geometry.

Positions of all 58 atoms, in Å:
Cr (0.4033, 0.3139, -1.1595)
S (-2.1790, -1.7250, -0.4638)
O (0.1919, 0.1972, 1.0231)
O (2.5880, 3.9211, -1.9809)
O (2.7835, -2.9070, -0.8171)
O (-1.2517, -0.8722, -1.3329)
O (0.9728, 2.3765, -1.7877)
O (1.1019, -1.4419, -1.0990)
N (2.5302, 0.5162, -1.2259)
N (-1.2509, 1.6158, -1.0616)
C (0.4193, -4.2779, 1.3097)
C (-2.6894, 3.1676, 0.0205)
C (-1.5817, 2.3433, 0.0087)
C (5.2782, 0.6518, -1.2051)
C (2.0054, -0.6320, 2.3335)
C (-2.0123, 1.7074, -2.1612)
C (-0.9400, -3.2188, 3.0043)
C (-0.0728, 0.4472, 3.3588)
C (0.0629, -4.1106, 2.6452)
C (-1.2352, -2.6706, 0.6898)
C (4.5212, 1.8090, -1.4139)
C (-3.1235, 2.5136, -2.2202)
C (-3.4996, 3.2638, -1.1054)
C (-0.2322, -3.5619, 0.3197)
C (3.2482, -0.5830, -1.0747)
C (0.6770, 0.0243, 2.1401)
C (-4.7336, 4.1126, -1.1238)
C (2.1522, 2.7191, -1.7464)
C (-2.6916, -2.9842, -1.6045)
C (4.6355, -0.5635, -1.0514)
C (-1.5927, -2.4856, 2.0218)
C (3.1533, 1.6840, -1.4246)
C (2.3666, -1.7973, -0.9794)
H (0.0563, -3.6856, -0.7150)
H (5.1703, -1.4958, -0.9280)
H (-4.7900, 4.7000, -2.0398)
H (2.4002, -1.0195, 1.4014)
H (6.3585, 0.7061, -1.1929)
H (2.7041, 0.0886, 2.7675)
H (1.2072, -4.9678, 1.0375)
H (-2.9154, 3.7375, 0.9118)
H (-3.3651, -3.6513, -1.0668)
H (-3.2185, -2.4846, -2.4141)
H (-3.6991, 2.5550, -3.1353)
H (4.9822, 2.7719, -1.5848)
H (1.9103, -1.4455, 3.0548)
H (-1.2269, -3.1092, 4.0421)
H (-4.7733, 4.7845, -0.2697)
H (-5.6193, 3.4747, -1.0952)
H (-2.3882, -1.7967, 2.2806)
H (-1.8220, -3.5213, -1.9784)
H (-1.7187, 1.1066, -3.0137)
H (0.5644, -4.6902, 3.4095)
H (0.5513, 1.1053, 3.9676)
H (1.8561, 4.5202, -2.2152)
H (-1.0031, 0.9443, 3.0972)
H (-0.9419, 2.2526, 0.8734)
H (-0.2848, -0.4325, 3.9696)

HOMO-LUMO gap (alpha / beta) in eV: 7.26 / 7.79
Relative energy (zero: lowest compared OMol25 entry of this formula, charge and spin) in kJ/mol: 195.3
Expectation value of S²: 3.792
2S+1: 4
Net charge: +2
M in u: 509.5
E_HOMO (alpha / beta) in Eh: -0.542 / -0.542